Molecular formula: C28H27AlN5O3S3
Method: DFT, the ωB97M-V functional and the def2-TZVPD basis

The geometry in XYZ format:
```
67
Properties=species:S:1:pos:R:3:forces:R:3
Al -0.472891 -0.257735 1.589447 0.05 0.29 -0.37
C 1.626018 -4.903078 1.105726 0.08 -0.05 -0.11
S 0.435298 -4.668737 2.431275 -0.04 0.24 0.10
C 0.347729 -2.923659 2.580218 0.01 -0.31 -0.28
S 1.335718 -1.866267 1.580441 0.04 -0.05 0.05
N -0.493824 -2.483076 3.466984 0.08 0.28 -0.16
N -0.441019 -1.092772 3.382185 -0.12 -0.28 0.21
C 0.045643 -0.430346 4.344950 0.08 0.36 0.15
C 0.467386 0.946511 4.021661 -0.04 -0.23 -0.32
C 0.896081 1.855171 4.960095 0.09 0.14 0.21
C 1.394932 3.079090 4.526687 -0.01 -0.03 0.14
C 1.458953 3.336967 3.172519 0.04 0.14 -0.10
C 1.008398 2.375721 2.283349 -0.10 -0.23 0.01
N 0.522204 1.203248 2.691371 0.02 0.06 0.10
H 1.687647 -5.984182 0.983334 -0.01 0.01 0.00
H 2.608878 -4.523429 1.373621 -0.02 0.02 0.01
H 1.287952 -4.453892 0.173755 -0.01 0.01 0.05
H 0.303061 -0.903624 5.288132 -0.02 0.03 0.01
H 0.848967 1.607680 6.013564 0.00 0.02 -0.06
H 1.736211 3.813756 5.244610 -0.01 -0.02 -0.02
H 1.849607 4.271049 2.789563 -0.01 -0.06 0.06
H 1.025662 2.535478 1.214499 -0.03 -0.02 0.03
C 3.529597 1.890468 -4.744330 -0.03 -0.06 0.04
C 2.309264 1.770843 -3.870728 0.01 0.02 -0.04
C 2.228407 2.431530 -2.646697 -0.01 -0.03 -0.01
C 1.097397 2.319892 -1.849489 0.05 0.09 0.03
C 0.052530 1.517263 -2.270104 -0.02 -0.05 -0.18
C 0.104121 0.856949 -3.492898 -0.10 0.01 -0.01
C 1.222788 0.996659 -4.284193 0.21 0.01 -0.10
S -1.445933 1.379502 -1.380798 0.02 0.28 -0.10
O -1.991750 0.049464 -1.686126 -0.26 0.30 -0.35
O -2.325091 2.452818 -1.748650 0.09 -0.05 0.07
N -1.004613 1.439623 0.162450 0.03 -0.20 0.49
C -2.069760 1.708904 1.035725 -0.02 -0.18 0.10
C -3.014800 2.737540 1.001774 0.10 0.00 -0.06
C -3.959401 2.772589 2.005624 -0.11 0.09 0.00
C -3.962422 1.823115 3.027003 -0.01 -0.02 0.08
C -2.987846 0.855721 3.014477 0.03 0.05 -0.10
N -2.078332 0.806355 2.030606 -0.21 0.17 0.15
H 4.297734 2.505395 -4.277915 -0.02 -0.01 0.00
H 3.275087 2.336220 -5.707449 -0.01 -0.01 0.03
H 3.956761 0.904814 -4.946271 -0.02 0.06 0.01
H 3.054448 3.051564 -2.318185 -0.02 -0.02 -0.02
H 1.025123 2.870448 -0.919245 0.00 -0.05 -0.05
H -0.723342 0.233159 -3.810201 0.06 0.05 0.03
H 1.266923 0.482048 -5.237475 0.01 0.02 0.03
H -3.006659 3.462733 0.202686 0.03 -0.05 0.05
H -4.711467 3.553445 1.994925 0.05 -0.05 0.01
H -4.705113 1.841122 3.811825 0.03 0.00 -0.02
H -2.917574 0.089316 3.776344 -0.01 0.01 -0.02
C -2.918844 -2.237364 -1.056382 -0.10 0.06 -0.20
C -1.582720 -1.638049 -0.757668 0.22 -1.18 0.21
O -1.429210 -1.302531 0.451101 0.16 0.31 0.18
C -0.401998 -2.028465 -1.595211 -0.14 0.20 -0.06
C -0.521413 -3.056326 -2.528035 0.05 -0.02 0.03
C 0.575623 -3.454369 -3.282173 -0.06 0.00 0.03
C 1.797408 -2.818327 -3.122290 0.02 0.05 0.04
C 1.920483 -1.777616 -2.208862 -0.01 -0.05 0.00
C 0.826240 -1.388908 -1.456581 0.09 -0.03 0.03
H -3.673550 -1.703362 -0.485286 0.00 0.00 -0.02
H -2.894693 -3.275059 -0.714606 0.00 0.00 -0.01
H -3.161837 -2.205850 -2.115552 0.00 -0.01 0.05
H -1.463035 -3.569101 -2.659574 -0.02 0.00 -0.02
H 0.470550 -4.263392 -3.993619 0.00 0.02 0.02
H 2.652145 -3.129157 -3.710872 -0.03 0.01 0.02
H 2.867986 -1.267137 -2.082803 -0.05 -0.02 -0.02
H 0.942174 -0.558359 -0.772258 -0.04 -0.02 -0.06
```
Forces are in eV/Å.

Results
HOMO	-11.1	eV
net charge	+1

These are the natural (NBO) partial charges, in e, on atoms 1 to 6: 1.806 -0.752 0.343 -0.062 -0.276 -0.370



Molecular formula: C28H27BF16I3N3O7
Method: DFT, the ωB97M-V functional and the def2-TZVPD basis

The geometry in XYZ format:
```
85
Properties=species:S:1:pos:R:3:forces:R:3
C -4.597727 -2.596711 6.758570 1.86 -0.32 -0.21
C -4.638928 -2.373186 5.177540 -2.93 4.09 -1.32
O -5.254651 -1.345215 4.755339 2.51 -4.52 1.60
O -4.088958 -3.242897 4.188995 0.66 1.37 2.40
C -2.692480 -3.549020 4.434220 1.60 -1.36 -0.32
C -1.675714 -2.950272 3.356275 2.19 1.40 -2.67
C -0.928546 -3.972583 2.386487 2.31 4.42 -1.60
O -1.157305 -5.405502 2.438888 3.19 -0.13 1.60
C -0.041267 -6.073426 2.986054 0.77 -1.22 1.14
N 0.825061 -6.723364 3.512866 -4.01 3.11 -2.59
C 0.105612 -3.461170 1.345878 -2.13 0.78 2.46
C 0.479410 -1.923514 1.174982 -1.36 -2.17 1.12
N 1.489995 -1.625917 0.193050 -2.63 5.09 3.14
C 1.664581 -0.209102 0.179944 0.15 -0.20 -0.22
C 2.781202 0.347746 -0.861603 -0.55 -1.08 -0.25
C 4.257384 0.433807 -0.226444 0.15 -1.71 0.30
C 4.397543 -0.394633 1.158678 0.66 0.88 -0.56
I 4.954024 2.470909 0.170951 -0.29 -0.58 -0.26
C 0.913617 0.856705 1.038416 -0.81 -2.25 1.61
C 1.173582 2.452889 0.898806 -2.05 -1.39 -0.71
I 1.651362 3.280367 2.875864 0.09 -0.30 -0.93
C -0.269726 3.092592 0.488231 0.46 0.64 0.42
C -0.154485 4.532778 -0.211587 -0.32 -0.76 -0.09
I -1.243108 1.760510 -0.988598 0.16 0.53 0.31
N -0.058807 0.483640 2.014076 2.97 -2.31 -3.01
C -0.279193 -0.932657 2.090546 -0.08 -0.96 -0.30
C -1.335795 -1.453794 3.153401 0.64 -2.86 -0.87
B -2.070757 -0.304625 4.080363 -0.92 0.63 -0.05
O -1.845294 -0.260159 5.506429 0.63 -0.42 -2.64
O -2.966970 0.619659 3.432105 2.49 -0.73 1.75
H -5.587605 -2.415318 7.293757 1.24 -0.37 -1.27
H -4.135203 -3.617167 7.010337 -0.97 1.40 -0.26
H -3.852288 -1.810420 7.174691 -1.25 -1.19 -0.80
H -2.306033 -3.258713 5.469721 -0.88 -0.15 -1.33
H -2.597150 -4.702395 4.368458 -0.09 1.94 0.06
H 0.622649 -4.242759 0.682005 -0.83 1.43 1.12
H 2.839077 -0.448310 -1.703751 -0.15 1.25 1.46
H 2.431564 1.312717 -1.380652 0.58 -1.44 0.99
H 5.029320 -0.025819 -0.957819 -1.40 1.08 1.08
H 4.109283 -1.484349 0.975317 0.24 1.55 0.43
H 3.791462 0.127772 1.978834 0.67 -1.04 -1.15
H 5.502734 -0.327623 1.467831 -1.67 -0.25 -0.42
H 1.969307 2.712078 0.125730 -1.02 -0.36 1.34
H -0.980962 3.079827 1.401421 1.30 -0.02 -1.63
H 0.406599 4.393900 -1.208150 -0.69 0.38 1.64
H 0.373101 5.275345 0.482062 -0.74 -1.02 -1.03
H -1.216690 4.886709 -0.479226 1.71 -0.40 0.55
H -1.007889 -0.756318 5.655969 -0.86 0.40 0.11
H -2.780191 1.506469 3.823149 -0.63 -0.86 -0.23
C 8.502749 1.675028 -5.518944 0.47 0.52 -0.49
C 8.611081 0.753099 -4.285152 -0.01 1.03 0.25
C 7.771595 -0.523489 -4.328454 -0.02 -0.91 0.30
F 6.450869 -0.280445 -4.418503 0.08 0.09 0.01
F 7.946398 -1.240806 -3.187392 0.26 0.22 -0.02
F 8.345972 1.477745 -3.171190 -0.14 -0.30 -0.12
F 9.922521 0.382221 -4.184516 -0.26 -0.33 -0.28
O 7.606974 2.792045 -5.423623 -1.13 -0.98 0.36
C 6.242488 2.550114 -5.702900 1.64 0.00 -0.94
C 5.342052 2.751501 -4.477494 -0.41 0.21 0.67
F 5.703898 1.951112 -3.451667 0.13 0.11 -0.26
F 4.053382 2.450471 -4.772095 0.20 0.02 -0.35
F 6.106293 1.333027 -6.263633 -0.49 0.19 0.15
F 5.896785 3.440908 -6.662147 -0.24 0.02 0.51
H 9.486845 2.138706 -5.635663 -0.16 -0.01 0.27
H 8.352597 1.113604 -6.445181 -0.20 -0.10 0.26
H 8.065395 -1.160823 -5.167144 0.11 0.14 -0.07
H 5.384589 3.786474 -4.128822 0.13 0.02 -0.20
C -6.200632 0.660093 0.025486 0.69 0.23 0.48
C -7.688745 1.012108 -0.185055 0.70 0.62 -0.46
C -8.634740 -0.172650 -0.377655 -0.89 -0.29 0.15
F -8.334931 -0.912951 -1.460842 0.08 0.11 0.03
F -9.907988 0.266388 -0.560968 0.16 0.27 0.15
F -7.790780 1.894467 -1.209423 -0.17 -0.28 0.03
F -8.095373 1.688689 0.930521 -0.08 -0.48 0.04
O -5.341488 0.733906 -1.122683 -0.94 -0.96 -0.84
C -5.304688 -0.391894 -1.976592 0.41 0.49 1.92
C -5.858316 -0.096309 -3.376721 -0.25 0.24 -0.69
F -7.134186 0.344733 -3.330756 0.29 0.00 0.18
F -5.859679 -1.217367 -4.139072 0.24 -0.07 0.33
F -5.914995 -1.430794 -1.375649 0.09 -0.12 -0.57
F -3.998817 -0.736779 -2.075592 -0.19 0.15 -0.50
H -5.802469 1.425116 0.698695 -0.15 0.03 -0.24
H -6.068959 -0.279069 0.569703 -0.21 0.01 -0.23
H -8.633744 -0.824996 0.500020 0.16 0.11 0.07
H -5.256352 0.664762 -3.879743 0.14 -0.04 0.19
```
Forces are in eV/Å.

Results
HOMO	-9.0	eV
SMILES	CC(=O)OCc1c(OC#N)cc2nc(C[C@H](C)I)c([C@H](I)[C@@H](C)I)nc2c1B(O)O.FC(F)C(F)(F)COC(F)(F)C(F)F.FC(F)C(F)(F)COC(F)(F)C(F)F
net charge	0

These are the Löwdin partial charges, in e, on atoms 1 to 6: -0.004 -0.387 0.053 -0.033 -0.138 0.005



Molecular formula: C28H27Br2IN7
Method: DFT, the ωB97M-V functional and the def2-TZVPD basis

The geometry in XYZ format:
```
65
Properties=species:S:1:pos:R:3:forces:R:3
Br -1.226283 -3.827909 -0.898191 -0.10 -0.11 0.05
C -0.187205 -2.535438 -1.683131 0.21 0.10 -0.07
C -0.541445 -1.355817 -2.255298 -0.25 -0.13 0.24
N 0.623695 -0.758790 -2.679179 0.13 0.02 -0.10
I 0.743712 1.045193 -3.610616 -0.04 -0.28 -0.26
C 1.662548 -1.538854 -2.394485 -0.09 0.11 0.08
N 1.194473 -2.627220 -1.779970 0.09 0.07 -0.07
Br 2.264341 -3.988659 -1.165946 -0.06 0.01 -0.01
H -1.536265 -0.921934 -2.383696 0.12 0.06 -0.19
H 2.698025 -1.321176 -2.601833 -0.05 -0.07 0.02
N 1.486395 3.210109 1.587265 -0.03 0.11 -0.01
C 1.201259 4.500890 1.747363 0.00 -0.01 0.00
C 0.785781 5.331271 0.714565 -0.01 -0.03 -0.01
C 0.661531 4.794700 -0.555974 0.01 0.00 -0.02
C 0.958566 3.452494 -0.736707 0.02 -0.02 0.04
C 1.361690 2.711432 0.361620 0.04 -0.09 0.03
H 1.310218 4.890907 2.754056 0.00 0.03 -0.01
H 0.566973 6.372163 0.907185 0.01 0.00 0.01
H 0.342192 5.411091 -1.386338 0.00 0.01 0.00
H 0.888111 2.963609 -1.699974 -0.03 0.31 0.20
H 1.601756 1.656515 0.258319 0.00 0.01 -0.02
N 2.062424 2.190676 5.947564 -0.03 0.01 0.05
C 1.444172 1.847342 7.075572 0.02 -0.01 -0.01
C 0.090515 2.050016 7.298675 -0.01 0.00 -0.02
C -0.662108 2.641571 6.296645 0.00 0.00 0.00
C -0.031263 3.004024 5.117112 -0.01 -0.01 0.03
C 1.327954 2.758775 4.993142 0.07 0.01 0.01
H 2.065185 1.388118 7.836692 -0.02 0.00 0.02
H -0.359035 1.750643 8.235292 0.01 0.00 0.01
H -1.721363 2.817008 6.433585 0.00 0.00 0.00
H -0.578623 3.467703 4.307213 0.01 -0.01 -0.01
H 1.856028 3.021433 4.083665 -0.04 -0.04 -0.04
N -3.394787 -0.520219 -3.185104 0.02 -0.05 0.11
C -3.679264 -1.325117 -4.210615 0.06 0.01 0.01
C -4.963285 -1.717953 -4.545870 -0.09 0.12 -0.02
C -6.012531 -1.251041 -3.768890 0.02 0.01 0.01
C -5.735334 -0.414164 -2.698621 -0.01 -0.02 -0.03
C -4.415771 -0.077425 -2.448358 0.04 0.04 -0.01
H -2.831207 -1.673946 -4.792606 -0.02 -0.02 -0.01
H -5.130431 -2.378278 -5.383891 0.01 -0.06 0.04
H -7.031370 -1.536954 -3.994785 0.00 0.00 0.00
H -6.524154 -0.028017 -2.068494 0.01 0.01 0.01
H -4.160287 0.578450 -1.623386 -0.02 -0.01 0.01
N -4.648173 -4.731704 -5.732337 0.08 -0.05 -0.06
C -4.444481 -5.447262 -4.627993 -0.04 0.04 0.02
C -3.596324 -6.542466 -4.569059 0.02 0.00 -0.01
C -2.923389 -6.918565 -5.721092 0.01 0.00 0.00
C -3.126022 -6.184680 -6.878619 0.01 -0.01 0.02
C -3.994229 -5.104114 -6.831535 -0.03 0.01 0.00
H -4.993353 -5.126239 -3.748481 0.02 -0.01 0.01
H -3.472728 -7.088504 -3.643763 -0.02 -0.01 0.00
H -2.256275 -7.770711 -5.717822 0.00 -0.01 0.00
H -2.626168 -6.443352 -7.801703 -0.01 0.00 -0.01
H -4.178386 -4.507337 -7.718175 0.01 -0.02 -0.02
N 8.089207 1.730743 4.461763 0.00 -0.01 -0.01
C 7.487754 1.380799 5.596604 0.02 -0.01 0.00
C 6.136172 1.575676 5.842263 0.02 0.00 -0.02
C 5.362478 2.169382 4.858198 -0.03 0.04 -0.07
C 5.977825 2.540934 3.672238 0.01 -0.02 0.02
C 7.335776 2.300278 3.524436 0.02 0.00 -0.01
H 8.123778 0.921240 6.345426 -0.02 0.00 0.01
H 5.701005 1.268599 6.783626 0.00 0.00 0.01
H 4.304157 2.333265 5.018141 0.01 -0.03 0.05
H 5.416217 3.009770 2.874647 0.01 0.01 -0.01
H 7.849622 2.577026 2.609661 -0.02 0.02 0.00
```
Forces are in eV/Å.

Results
HOMO	-10.7	eV
net charge	+1

These are the natural (NBO) partial charges, in e, on atoms 1 to 6: 0.223 0.011 -0.098 -0.456 0.519 0.221